Entry 1:
87
Properties=species:S:1:pos:R:3 method="wB97M-V/def2-TZVPD" s2=6.03 e_above_lowest_kcal_mol=0.0 multiplicity=5 gap_ha="0.2976 / 0.2243" e_homo_ev="-7.87 / -7.84"
Ru -1.423 0.066 -0.209
C -3.961 -1.004 -1.983
N -2.782 -1.509 -1.283
C -3.136 -2.350 -0.128
C -3.681 -1.480 0.990
N -2.792 -0.337 1.212
C -3.001 0.454 2.316
C -1.949 1.251 2.791
F -0.782 1.247 2.109
C -2.020 2.036 3.921
F -0.964 2.755 4.299
C -3.190 2.073 4.657
F -3.284 2.830 5.749
C -4.264 1.317 4.225
F -5.409 1.350 4.907
C -4.177 0.541 3.082
F -5.291 -0.121 2.729
C -1.811 -2.119 -2.198
C -1.045 -1.036 -2.938
N -0.460 -0.109 -1.964
C 0.749 0.481 -2.264
C 1.321 0.593 -3.543
F 0.665 0.178 -4.642
C 2.564 1.163 -3.755
F 3.061 1.207 -4.992
C 3.292 1.694 -2.708
F 4.485 2.249 -2.921
C 2.746 1.652 -1.439
F 3.396 2.190 -0.410
C 1.517 1.059 -1.243
F 1.014 1.082 0.009
H -4.539 -1.836 -2.402
H -3.665 -0.337 -2.790
H -4.591 -0.440 -1.299
H -2.231 -2.844 0.222
H -3.876 -3.108 -0.411
H -3.745 -2.088 1.896
H -4.692 -1.143 0.749
H -2.307 -2.797 -2.904
H -1.107 -2.691 -1.592
H -1.690 -0.505 -3.647
H -0.265 -1.522 -3.520
C -2.062 4.230 1.310
Ge -1.784 3.641 -0.536
C 0.068 4.015 -1.033
C -2.944 4.697 -1.713
C -2.415 1.779 -0.785
H -2.076 5.320 1.334
H -1.255 3.895 1.961
H -3.011 3.869 1.709
H 0.208 5.097 -1.004
H 0.296 3.676 -2.044
H 0.775 3.570 -0.336
H -2.725 5.761 -1.615
H -3.994 4.539 -1.464
H -2.793 4.412 -2.755
H -2.580 1.696 -1.864
H -3.395 1.773 -0.296
Cl 1.893 -2.920 -2.215
C 3.379 -2.043 -1.986
C 4.223 -1.870 -3.068
C 5.434 -1.223 -2.886
C 5.782 -0.750 -1.631
C 4.911 -0.907 -0.567
Cl 5.345 -0.247 0.972
C 3.678 -1.557 -0.709
N 2.776 -1.660 0.346
C 3.036 -2.448 1.481
C 4.091 -3.357 1.503
C 4.331 -4.125 2.631
C 3.510 -4.009 3.741
C 2.457 -3.108 3.714
C 2.210 -2.311 2.604
C 1.087 -1.304 2.616
C -0.121 -1.795 1.827
O -0.978 -2.488 2.333
O -0.165 -1.377 0.575
H 3.933 -2.256 -4.035
H 6.103 -1.082 -3.723
H 6.718 -0.233 -1.469
H 1.795 -1.581 0.095
H 4.722 -3.462 0.630
H 5.157 -4.824 2.633
H 3.687 -4.612 4.621
H 1.810 -3.006 4.578
H 1.439 -0.361 2.195
H 0.763 -1.144 3.644

=====

Entry 2:
73
Properties=species:S:1:pos:R:3 method="wB97M-V/def2-TZVPD" e_above_lowest_kcal_mol=0.0 gap_ha=0.2691 e_homo_ev=-8.60
O -1.147 0.679 1.768
C -1.753 -0.172 1.250
N -2.340 -1.082 0.660
C -1.295 -1.857 -0.013
C -0.988 -1.475 -1.324
Br -1.934 -0.039 -2.156
C 0.017 -2.154 -2.002
C 0.670 -3.181 -1.343
C 0.378 -3.581 -0.023
C -0.655 -2.896 0.679
P -1.062 -3.372 2.425
O 0.257 -3.287 3.376
O -2.086 -2.300 3.111
S -1.924 -5.099 2.541
C 1.233 -4.703 0.552
O 0.869 -5.539 1.331
C 2.680 -4.763 0.054
C 2.927 -4.398 -1.191
C 1.792 -3.925 -2.088
O 1.750 -4.138 -3.266
H 0.267 -1.834 -3.016
H 1.053 -3.463 2.856
H -2.950 -2.581 2.768
H 3.454 -5.096 0.748
H 3.954 -4.402 -1.567
C -1.656 3.617 -1.499
C -1.159 3.831 -2.903
O -1.350 3.014 -3.797
N -0.481 4.977 -3.162
C -0.159 6.059 -2.244
H -2.177 2.664 -1.445
H -0.817 3.593 -0.802
H -2.354 4.408 -1.221
H -0.178 5.056 -4.120
H -0.600 6.982 -2.627
H 0.924 6.174 -2.208
H -0.534 5.868 -1.244
C 3.669 5.096 0.823
C 3.628 5.585 -0.603
O 2.888 6.490 -0.957
N 4.450 4.983 -1.503
C 5.391 3.902 -1.280
H 2.962 5.670 1.415
H 3.386 4.043 0.870
H 4.666 5.234 1.243
H 4.369 5.361 -2.434
H 6.391 4.243 -1.552
H 5.120 3.061 -1.921
H 5.393 3.576 -0.245
C -5.740 4.954 -1.014
C -4.676 5.823 -0.391
O -3.613 5.363 0.004
N -4.928 7.151 -0.278
C -6.116 7.879 -0.684
H -5.391 3.925 -1.034
H -6.657 4.998 -0.426
H -5.937 5.273 -2.039
H -4.173 7.667 0.147
H -5.830 8.643 -1.409
H -6.544 8.370 0.192
H -6.859 7.225 -1.127
C 1.097 -8.572 2.131
C 2.496 -9.096 2.331
O 3.460 -8.614 1.753
N 2.667 -10.140 3.187
C 1.661 -10.842 3.959
H 1.124 -7.749 1.429
H 0.454 -9.354 1.725
H 0.692 -8.206 3.076
H 3.627 -10.436 3.270
H 1.908 -10.759 5.019
H 1.673 -11.897 3.678
H 0.668 -10.438 3.790

=====

Entry 3:
23
Properties=species:S:1:pos:R:3 method="wB97M-V/def2-TZVPD" smiles="CO[C@H]1OC(c2ccccc2)=[N+]([O-])O1" e_above_lowest_kcal_mol=115.5 gap_ha="0.3108 / 0.3109" e_homo_ev="-8.13 / -8.13"
C 1.639 1.729 -2.850
O 1.556 0.331 -3.191
C 0.650 -0.450 -2.618
O 0.902 -0.584 -1.165
C -0.236 -0.270 -0.496
C -0.403 -0.463 0.953
C -1.658 -0.104 1.500
C -1.743 -0.203 2.856
C -0.636 -0.603 3.650
C 0.536 -1.004 3.082
C 0.696 -0.929 1.693
N -1.156 0.163 -1.326
O -2.330 0.462 -1.245
O -0.631 0.112 -2.690
H 0.814 2.143 -3.462
H 2.574 2.214 -3.045
H 1.218 1.923 -1.931
H 0.892 -1.461 -3.142
H -2.524 0.197 0.764
H -2.652 0.130 3.259
H -0.625 -0.726 4.765
H 1.456 -1.390 3.523
H 1.663 -1.216 1.117

=====

Entry 4:
8
Properties=species:S:1:pos:R:3 method="wB97M-V/def2-TZVPD" smiles="O=C([O-])[SiH2]O" e_above_lowest_kcal_mol=14.2 charge=-1 gap_ha=0.2714 e_homo_ev=-3.51
O 2.510 1.318 0.120
C 2.115 0.125 -0.001
O 2.817 -0.913 -0.098
Si 0.169 -0.267 0.028
O -0.622 1.170 -0.067
H -0.485 -0.468 1.293
H -0.095 -1.397 -0.892
H -0.301 1.905 -0.554

=====

Entry 5:
61
Properties=species:S:1:pos:R:3 method="wB97M-V/def2-TZVPD" s2=6.05 charge=+2 multiplicity=5 gap_ha="0.2402 / 0.2574" e_homo_ev="-14.21 / -14.24"
Mn -1.160 0.137 1.624
C -0.836 2.167 5.045
C 0.033 1.441 5.867
C 0.734 0.374 5.352
C 0.545 -0.004 4.017
N -0.326 0.690 3.239
C -0.974 1.766 3.745
N 1.269 -1.044 3.517
C 0.940 -1.683 2.456
N -0.221 -1.506 1.706
C -0.275 -2.474 0.708
N -1.197 -2.611 -0.174
C -2.286 -1.798 -0.277
C -3.313 -2.185 -1.148
C -4.444 -1.412 -1.271
C -4.558 -0.228 -0.535
C -3.517 0.124 0.278
N -2.402 -0.634 0.414
C 0.923 -3.306 0.815
C 1.361 -4.390 0.080
C 2.606 -4.923 0.402
C 3.386 -4.383 1.419
C 2.931 -3.308 2.179
C 1.690 -2.792 1.868
H -1.364 3.036 5.408
H 0.162 1.732 6.901
H 1.430 -0.200 5.945
H -1.590 2.325 3.041
H -3.171 -3.106 -1.695
H -5.245 -1.708 -1.935
H -5.433 0.401 -0.604
H -3.541 1.056 0.843
H 0.752 -4.810 -0.709
H 2.977 -5.777 -0.149
H 4.360 -4.801 1.633
H 3.519 -2.885 2.982
N -0.076 1.233 0.186
S -0.518 2.075 -1.139
C -0.641 0.904 -2.502
C -0.081 -0.359 -2.421
C -0.177 -1.204 -3.517
C -0.836 -0.784 -4.665
C -1.417 0.476 -4.719
C -1.324 1.332 -3.631
C 0.937 3.026 -1.582
C 0.916 4.374 -1.248
C 2.029 5.150 -1.529
C 3.138 4.579 -2.136
C 3.144 3.229 -2.463
C 2.038 2.439 -2.192
H 0.926 1.071 0.201
H 0.409 -0.690 -1.513
H 0.271 -2.189 -3.476
H -0.901 -1.442 -5.521
H -1.945 0.797 -5.607
H -1.769 2.319 -3.673
H 0.042 4.811 -0.782
H 2.026 6.203 -1.281
H 4.001 5.189 -2.365
H 4.006 2.788 -2.945
H 2.038 1.394 -2.469

=====

Entry 6:
118
Properties=species:S:1:pos:R:3 method="wB97M-V/def2-TZVPD" s2=20.01 multiplicity=9 gap_ha="0.3469 / 0.3262" e_homo_ev="-9.29 / -8.73"
Fe 0.292 -0.285 1.357
Fe -1.762 2.213 2.670
C -4.204 1.724 3.627
O -2.981 1.164 4.164
O -3.662 2.844 3.028
C -4.875 0.695 2.692
F -4.008 0.308 1.746
F -5.277 -0.426 3.298
F -5.944 1.257 2.122
C -2.998 0.525 5.460
C -2.147 -0.740 5.442
H -1.093 -0.614 5.200
H -2.123 -1.051 6.498
H -2.602 -1.605 4.966
H -3.998 0.185 5.740
H -2.748 1.330 6.152
H -4.839 2.063 4.449
C 0.661 1.937 4.043
O -0.431 2.871 4.163
O 0.234 1.242 2.953
C 2.027 2.615 4.071
F 2.937 1.660 3.848
F 2.203 3.664 3.271
F 2.233 3.129 5.319
C -0.553 3.628 5.378
C -1.917 4.281 5.443
H -2.000 4.779 6.411
H -2.075 4.985 4.627
H -2.718 3.542 5.425
H 0.142 4.462 5.467
H -0.448 2.993 6.261
H 0.579 1.306 4.940
C 2.999 -0.928 1.393
O 2.407 0.185 0.730
O 1.861 -1.711 1.558
C 4.243 -1.616 0.811
F 4.276 -2.947 1.036
F 4.363 -1.490 -0.534
F 5.357 -1.130 1.353
C 3.076 1.436 0.635
C 2.090 2.416 0.009
H 2.496 3.429 0.108
H 1.881 2.361 -1.057
H 1.145 2.396 0.554
H 3.977 1.278 0.041
H 3.437 1.865 1.574
H 3.149 -0.601 2.430
C -1.553 0.565 -0.530
O -0.302 -0.111 -0.679
O -1.474 0.971 0.776
C -1.841 1.653 -1.605
F -2.604 2.664 -1.155
F -0.727 2.226 -2.139
F -2.447 1.042 -2.650
C -0.133 -0.915 -1.847
C 1.331 -1.340 -1.934
H 1.937 -0.434 -2.057
H 1.771 -1.921 -1.130
H 1.514 -1.787 -2.917
H -0.436 -0.466 -2.793
H -0.653 -1.877 -1.909
H -2.404 -0.128 -0.539
Br -0.346 -4.807 -0.429
C 1.088 -3.906 0.572
C 2.481 -4.400 0.195
Br 2.734 -4.338 -1.783
H 0.844 -3.970 1.629
H 1.107 -2.839 0.344
H 2.649 -5.431 0.496
H 3.247 -3.771 0.635
Br 1.178 -3.246 -6.904
C 1.011 -4.282 -5.257
C 0.328 -5.622 -5.463
Br -0.320 -6.351 -3.760
H 0.427 -3.638 -4.602
H 1.999 -4.389 -4.818
H 1.032 -6.297 -5.941
H -0.527 -5.453 -6.109
Br -2.623 7.399 2.214
C -1.815 6.876 0.507
C -1.895 5.393 0.302
Br -0.677 4.523 1.572
H -0.818 7.309 0.443
H -2.334 7.420 -0.285
H -1.566 5.077 -0.685
H -2.915 5.053 0.464
Br 3.998 5.355 -3.932
C 3.141 3.756 -4.624
C 2.423 3.111 -3.454
Br 1.509 1.498 -4.092
H 3.831 3.041 -5.066
H 2.372 3.967 -5.365
H 1.714 3.843 -3.074
H 3.116 2.766 -2.694
Br -2.916 -2.518 -3.241
C -3.354 -3.200 -5.045
C -3.442 -4.702 -4.946
Br -3.240 -5.549 -6.720
H -2.476 -3.007 -5.656
H -4.254 -2.706 -5.393
H -4.328 -5.070 -4.437
H -2.564 -5.021 -4.387
Br -4.051 -4.736 3.325
C -3.206 -4.435 1.590
C -3.240 -2.952 1.251
Br -1.639 -2.137 2.070
H -3.728 -5.003 0.817
H -2.217 -4.882 1.526
H -4.088 -2.433 1.681
H -3.148 -2.760 0.186
Br 4.634 -2.078 -5.655
C 4.537 -0.543 -4.408
C 5.685 -0.550 -3.416
Br 5.335 0.991 -2.233
H 3.616 -0.610 -3.838
H 4.607 0.309 -5.072
H 6.617 -0.352 -3.941
H 5.826 -1.470 -2.857

=====

no.,energy (a.u.)
1,-5813.17577
2,-5160.80253
3,-703.89487
4,-555.20138
5,-3034.24598
6,-41538.25365